A 6-piece molecular cluster, C32H65NO18S overall, computed with ωB97M-V/def2-TZVPD.

XYZ file:
```
117
Properties=species:S:1:pos:R:3:forces:R:3
C 3.16183 0.76445 2.23568 0.1 -0.7 -0.6
C 2.06845 -0.44218 2.52340 0.6 0.1 0.8
C 1.09845 -0.17256 3.82018 0.2 0.5 0.1
C -0.50256 -0.08540 3.47796 0.3 -0.1 -0.3
C -1.18926 -1.49203 2.99207 -0.2 -0.1 0.5
C -0.68115 -2.82803 3.80682 -1.6 -0.1 -0.3
C -1.24182 -4.13113 2.94372 0.6 -0.6 1.0
C -0.01838 -5.03026 2.26643 -0.8 -0.7 1.1
C -0.60221 -5.92922 1.03024 0.6 -0.9 0.3
C -0.12562 -5.46736 -0.46748 -1.2 -0.8 -0.3
C -0.24437 -3.87183 -0.78943 -0.8 -0.1 0.2
C 1.00712 -2.93729 -0.32924 -0.5 0.6 0.0
C 1.04424 -1.63796 -1.36965 -0.8 0.5 2.2
O 1.27936 -2.00913 -2.77303 2.5 -1.0 1.4
S 2.85584 -2.63339 -2.94677 3.3 1.3 -6.1
O 3.95742 -1.53946 -2.82263 -4.2 -3.5 1.2
O 2.95366 -3.21056 -4.41038 -1.3 1.6 5.9
C 3.02457 -4.03848 -1.70657 -0.6 -1.5 0.6
C 2.45909 -3.67946 -0.20120 0.0 -0.1 0.0
N 3.35798 -2.77772 0.61442 0.8 -0.6 -2.0
C 4.70419 -3.39409 0.91746 1.2 0.2 1.4
C 4.65748 -4.61416 2.03860 0.6 -0.4 -0.6
H 4.14211 0.23805 1.84089 -1.9 1.2 0.7
H 3.45459 1.36648 3.19730 -0.7 -1.1 -1.9
H 2.77636 1.46491 1.36107 0.8 -1.2 2.1
H 2.71608 -1.40640 2.78708 -1.7 2.0 -1.0
H 1.42321 -0.56952 1.55072 1.3 -0.1 1.9
H 1.42236 0.86250 4.27787 -0.7 -2.0 -0.8
H 1.33013 -0.98494 4.64975 -0.7 1.7 -1.7
H -0.64799 0.70832 2.60739 0.2 -1.5 1.9
H -1.06002 0.28462 4.43924 1.0 -0.6 -1.9
H -2.34902 -1.39412 3.20670 2.3 -0.2 -0.6
H -1.09753 -1.69187 1.82989 0.1 0.5 2.3
H -1.25173 -2.83638 4.85376 1.5 0.1 -2.1
H 0.47362 -2.88594 3.98660 -2.2 0.1 -0.5
H -2.04158 -3.81349 2.15029 1.6 -0.5 1.4
H -1.78802 -4.85309 3.71952 1.1 1.5 -1.8
H 0.94674 -4.41305 2.03180 -2.0 -1.0 0.2
H 0.29479 -5.80458 3.12058 -0.5 1.8 -1.8
H -1.78370 -6.04060 1.14235 2.6 0.5 -0.4
H -0.17443 -7.03180 1.18887 -1.0 2.3 -0.5
H -0.86955 -6.01311 -1.22655 1.7 1.1 1.6
H 0.92341 -5.95158 -0.66270 -1.9 1.2 0.3
H -1.20424 -3.47802 -0.19933 2.0 -0.8 -1.3
H -0.50653 -3.71328 -1.93361 0.8 -0.4 2.3
H 0.71352 -2.46529 0.72738 1.0 -1.1 -2.3
H 1.81265 -0.80668 -0.99836 -1.6 -1.8 -1.0
H -0.04834 -1.16880 -1.32340 2.5 -1.0 -0.4
H 2.39407 -4.96796 -2.11100 1.2 2.3 0.5
H 4.14579 -4.38538 -1.73558 -2.1 1.1 0.0
H 2.41897 -4.71914 0.38191 -0.2 2.3 -1.4
H 3.55667 -1.94729 -0.01747 -0.2 -1.1 1.2
H 5.32064 -3.73266 -0.02123 -1.2 0.4 1.6
H 5.35276 -2.53188 1.42922 -1.4 -1.8 -1.2
H 3.92376 -5.48522 1.76008 1.3 1.7 0.4
H 4.39362 -4.25530 3.12178 0.5 -0.5 -2.2
H 5.74787 -5.10013 2.03585 -2.4 1.1 0.2
C 3.97981 -5.31790 -6.36030 0.0 0.7 -0.1
O 3.93289 -6.72681 -6.14356 -0.7 -1.0 -0.6
C 3.03637 -7.38211 -6.92333 -0.2 0.5 -0.3
O 2.30341 -6.87282 -7.75664 1.0 -0.8 1.2
O 3.09664 -8.70229 -6.61532 0.1 0.9 -0.1
C 2.20043 -9.52108 -7.36419 -0.3 -0.3 -0.2
H 4.72935 -4.89677 -5.68464 -0.2 -0.3 0.0
H 4.28008 -5.09544 -7.38936 -0.2 -0.1 0.1
H 3.01258 -4.85956 -6.13020 0.3 -0.1 -0.2
H 2.42960 -9.46662 -8.43330 -0.2 0.1 0.2
H 1.16210 -9.23073 -7.17414 0.2 0.1 -0.2
H 2.33367 -10.55565 -7.03614 0.2 0.3 0.1
C -3.85986 5.15139 5.78321 -0.1 -0.1 0.6
O -3.62599 5.51007 4.42275 0.6 -0.6 -0.8
C -3.03532 4.53813 3.68271 0.3 -0.4 0.2
O -2.70671 3.43216 4.08252 -0.5 1.6 -0.6
O -2.87361 5.00991 2.42071 -0.2 -0.2 1.0
C -2.25900 4.08705 1.52350 0.3 -0.3 -0.4
H -4.33498 6.00173 6.28005 0.1 0.0 -0.4
H -4.53745 4.29370 5.84528 0.3 0.0 0.0
H -2.91532 4.93796 6.29396 -0.2 -0.1 -0.2
H -2.87259 3.18689 1.41533 0.2 0.1 0.1
H -1.25046 3.83116 1.86401 -0.2 -0.1 0.0
H -2.17963 4.56881 0.54508 -0.1 0.1 0.3
C 2.90244 2.10878 -1.70289 0.5 -0.1 0.2
O 1.55177 2.21542 -2.14847 -0.6 1.0 -0.1
C 1.10894 3.49042 -2.28815 0.2 0.3 0.0
O 1.75612 4.50245 -2.06916 -0.9 -1.4 -0.3
O -0.17874 3.44433 -2.71372 1.0 -0.2 0.4
C -0.77950 4.72366 -2.90559 -0.3 0.5 -0.1
H 3.15027 1.04651 -1.62652 -0.3 0.1 -0.2
H 3.58446 2.57053 -2.42417 -0.1 0.0 0.2
H 3.01921 2.56161 -0.71300 0.0 0.1 -0.3
H -0.24467 5.28985 -3.67491 0.0 0.0 0.3
H -0.80991 5.28093 -1.96374 0.2 0.0 -0.2
H -1.80686 4.56699 -3.24569 0.3 -0.3 0.1
C -10.23565 2.38831 4.60343 -0.3 -0.2 0.3
O -9.35662 2.96272 3.63826 1.0 0.2 0.2
C -8.07414 3.09650 4.06084 0.2 -0.1 0.3
O -7.64290 2.77451 5.15691 -0.6 0.5 -1.5
O -7.35456 3.65062 3.05261 -0.8 -0.5 0.7
C -5.97581 3.85189 3.35747 0.4 0.0 0.1
H -11.23300 2.32878 4.15910 0.3 0.1 -0.2
H -9.91367 1.37487 4.86396 0.0 0.3 0.1
H -10.29363 3.01907 5.49638 0.1 -0.2 -0.1
H -5.48362 2.89699 3.56817 -0.1 0.2 0.1
H -5.86358 4.54118 4.20059 -0.1 -0.3 -0.2
H -5.49786 4.29930 2.48164 -0.4 -0.1 0.0
C 2.27632 8.27303 -3.27411 0.6 -0.1 0.2
O 0.92566 8.37967 -3.71968 -0.6 1.0 -0.2
C 0.48283 9.65466 -3.85937 0.4 0.4 0.1
O 1.13001 10.66670 -3.64038 -1.0 -1.5 -0.3
O -0.80485 9.60857 -4.28494 0.9 -0.2 0.3
C -1.40561 10.88790 -4.47681 -0.2 0.5 -0.1
H 2.52416 7.21075 -3.19774 -0.4 0.1 -0.1
H 2.95834 8.73478 -3.99539 -0.2 0.1 0.2
H 2.39310 8.72586 -2.28422 0.0 0.1 -0.3
H -0.87078 11.45410 -5.24613 0.0 0.0 0.3
H -1.43603 11.44518 -3.53496 0.2 0.0 -0.2
H -2.43298 10.73124 -4.81691 0.3 -0.3 0.1
```
Positions in Å, forces in eV/Å.

## Properties
**LUMO**: 0.3 eV
**HOMO energy**: -9.76 eV
**HOMO-LUMO gap**: 0.369 Ha
**Structure (SMILES)**: CCCCCCCCCCC[C@@H]1COS(=O)(=O)C[C@H]1NCC.COC(=O)OC.COC(=O)OC.COC(=O)OC.COC(=O)OC.COC(=O)OC